No. 1
17
Properties=species:S:1:pos:R:3:mulliken_charge:R:1 method="wB97M-V/def2-TZVPD" gap_ev=11.2 relative_energy_kcal_mol=36.1 smiles=CCO.CC
C -0.812 -0.836 0.640 -0.80
C -2.066 0.037 0.656 -0.29
O -2.943 -0.348 -0.458 -0.52
H -0.459 -0.952 1.645 0.35
H -0.188 -0.520 -0.206 0.13
H -1.195 -1.889 0.363 0.28
H -2.647 -0.226 1.610 0.23
H -1.887 1.161 0.712 0.29
H -2.866 0.460 -1.071 0.32
C 3.325 -0.039 -0.370 -0.69
C 2.260 1.076 -0.464 -0.60
H 3.944 -0.135 0.587 0.24
H 2.626 -0.883 -0.301 0.22
H 4.068 0.037 -1.200 0.24
H 2.199 1.669 0.546 0.21
H 1.195 0.791 -0.578 0.08
H 2.516 1.842 -1.213 0.30

No. 2
17
Properties=species:S:1:pos:R:3:mulliken_charge:R:1 method="wB97M-V/def2-TZVPD" gap_ev=11.1 relative_energy_kcal_mol=50.6 smiles=CCO.CC
C 0.960 1.923 -1.492 -0.81
C 0.002 0.832 -2.038 -0.17
O -0.796 0.164 -1.058 -0.49
H 1.988 1.657 -1.784 0.23
H 0.866 2.012 -0.404 0.29
H 0.705 2.919 -2.016 0.25
H -0.729 1.261 -2.804 0.24
H 0.700 -0.060 -2.561 0.20
H -1.184 0.822 -0.419 0.26
C -0.925 -1.209 2.254 -0.83
C 0.389 -1.545 1.484 -0.77
H -0.841 -1.641 3.226 0.34
H -1.309 -0.207 2.277 0.28
H -1.817 -1.902 1.703 0.17
H 0.523 -2.509 1.483 0.42
H 1.304 -1.087 1.873 0.29
H 0.164 -1.430 0.276 0.11

No. 3
17
Properties=species:S:1:pos:R:3:mulliken_charge:R:1 method="wB97M-V/def2-TZVPD" gap_ev=11.2 relative_energy_kcal_mol=26.8 smiles=CCO.CC
C -1.542 -2.020 -1.497 -1.34
C -0.230 -1.454 -1.019 0.32
O 0.459 -0.746 -2.052 -0.51
H -1.471 -2.490 -2.445 0.39
H -2.284 -1.249 -1.725 0.37
H -2.137 -2.649 -0.822 0.34
H -0.350 -0.665 -0.213 -0.08
H 0.526 -2.317 -0.774 0.20
H -0.173 -0.410 -2.706 0.28
C 0.967 1.156 1.185 -0.77
C 0.932 2.397 2.037 -1.02
H 1.860 0.893 0.714 0.40
H 0.142 1.089 0.464 0.21
H 0.837 0.298 1.863 0.31
H 1.627 2.344 2.818 0.34
H 0.928 3.344 1.548 0.33
H -0.093 2.479 2.624 0.23

No. 4
17
Properties=species:S:1:pos:R:3:mulliken_charge:R:1 method="wB97M-V/def2-TZVPD" gap_ev=11.4 relative_energy_kcal_mol=12.8 smiles=CCO.CC
C -0.303 -0.931 -2.765 -0.95
C -1.336 -0.415 -1.799 -0.26
O -0.776 0.452 -0.810 -0.48
H 0.511 -1.370 -2.195 0.24
H -0.723 -1.721 -3.387 0.34
H 0.110 -0.152 -3.408 0.30
H -1.761 -1.203 -1.183 0.25
H -2.188 0.035 -2.314 0.28
H -0.552 1.327 -1.159 0.27
C 0.873 0.740 2.024 -0.66
C 1.428 0.028 3.261 -0.91
H -0.203 0.873 2.114 0.25
H 0.951 0.080 1.170 0.18
H 1.349 1.704 1.868 0.30
H 0.691 -0.622 3.743 0.27
H 2.211 -0.662 2.980 0.27
H 1.868 0.662 4.029 0.28

No. 5
18
Properties=species:S:1:pos:R:3:mulliken_charge:R:1 method="wB97M-V/def2-TZVPD" gap_ev=9.7 relative_energy_kcal_mol=35.8 smiles="C/C=C/C.O.O"
C 1.390 -1.016 0.121 -1.05
C -0.049 -1.297 0.492 -0.40
C -1.011 -1.292 -0.463 -0.01
C -2.442 -0.938 -0.261 -1.03
H 1.704 -1.484 -0.810 0.37
H 2.058 -1.686 0.684 0.37
H 1.613 0.036 0.211 0.02
H -0.191 -1.088 1.557 0.49
H -0.741 -1.791 -1.393 0.34
H -2.832 -1.363 0.656 0.31
H -3.041 -1.206 -1.139 0.31
H -2.422 0.130 -0.154 0.21
O 0.037 1.954 1.582 -0.66
H -0.015 1.018 1.825 0.31
H -0.840 2.267 1.333 0.32
O 1.720 1.556 -1.579 -0.60
H 1.422 1.553 -0.657 0.38
H 2.095 2.454 -1.503 0.32

No. 6
18
Properties=species:S:1:pos:R:3:mulliken_charge:R:1 method="wB97M-V/def2-TZVPD" gap_ev=10.1 relative_energy_kcal_mol=14.4 smiles="C/C=C/C.O.O"
C 0.154 2.283 -1.106 -1.21
C -0.978 1.318 -0.901 -0.02
C -0.948 0.260 -0.104 -0.39
C -1.970 -0.847 -0.172 -1.33
H 0.901 1.889 -1.795 0.26
H 0.710 2.423 -0.177 0.32
H -0.208 3.257 -1.432 0.35
H -1.747 1.375 -1.668 0.34
H -0.245 0.315 0.728 0.64
H -2.974 -0.504 0.062 0.38
H -1.726 -1.654 0.518 0.32
H -1.944 -1.307 -1.161 0.32
O 1.923 -1.147 0.034 -0.67
H 1.000 -0.985 -0.195 0.39
H 2.301 -1.714 -0.641 0.30
O 1.981 -1.357 2.922 -0.64
H 2.245 -1.423 1.992 0.35
H 1.524 -2.183 3.096 0.30